# C27H28MgN3O2S2

C27H28MgN3O2S2 as an isolated structure in a non-equilibrium geometry (ωB97M-V/def2-TZVPD, the OMol25 dataset).

The geometry in XYZ format:
```
63
Properties=species:S:1:pos:R:3:lowdin_charge:R:1
Mg -0.306 0.638 0.322 0.538
O 1.313 -0.030 -0.475 -0.538
S 2.638 -0.024 0.217 1.081
C 2.356 -1.055 1.707 -0.314
C 1.909 -2.458 1.318 -0.213
C 0.946 -3.060 2.351 -0.200
C -0.514 -2.648 2.180 -0.272
S -1.140 -1.043 2.859 1.093
O -0.375 0.053 2.178 -0.595
C -0.358 -1.107 4.495 -0.368
C -0.598 -2.160 5.364 -0.076
C -0.030 -2.140 6.627 -0.052
C 0.750 -1.064 7.024 -0.057
C 0.968 -0.005 6.158 -0.056
C 0.404 -0.022 4.894 -0.082
C 2.705 1.609 1.013 -0.360
C 2.812 2.683 0.138 -0.095
C 2.911 3.973 0.630 -0.064
C 2.911 4.195 1.998 -0.058
C 2.822 3.122 2.868 -0.058
C 2.733 1.828 2.380 -0.074
H 1.567 -0.557 2.263 0.043
H 3.283 -1.069 2.274 0.114
H 2.781 -3.108 1.229 0.123
H 1.415 -2.432 0.342 0.109
H 1.296 -2.824 3.360 0.114
H 0.983 -4.147 2.245 0.127
H -1.163 -3.375 2.667 0.094
H -0.788 -2.608 1.123 0.090
H -1.221 -2.988 5.064 0.116
H -0.203 -2.961 7.304 0.116
H 1.177 -1.045 8.014 0.113
H 1.565 0.840 6.468 0.111
H 0.539 0.807 4.213 0.092
H 2.834 2.499 -0.928 0.121
H 3.003 4.807 -0.049 0.116
H 3.008 5.194 2.391 0.116
H 2.840 3.283 3.934 0.114
H 2.707 1.016 3.088 0.096
C -0.562 5.936 -1.155 0.003
N -0.458 4.789 -0.295 -0.106
C -0.593 4.780 1.061 -0.032
C -0.430 3.485 1.454 -0.117
N -0.200 2.716 0.363 0.007
C -0.229 3.522 -0.673 -0.127
H -0.465 6.842 -0.560 0.100
H -1.529 5.950 -1.661 0.105
H 0.226 5.914 -1.906 0.100
H -0.801 5.666 1.622 0.129
H -0.450 3.062 2.439 0.118
H -0.091 3.213 -1.691 0.157
N -7.507 -0.912 -0.066 0.162
C -6.389 -0.671 -0.139 -0.198
C -5.006 -0.381 -0.199 -0.246
C -4.110 -1.328 -0.692 -0.036
C -2.753 -1.054 -0.689 -0.144
C -2.236 0.148 -0.206 -0.200
C -3.164 1.084 0.253 -0.143
C -4.526 0.845 0.259 -0.032
H -4.490 -2.269 -1.067 0.117
H -2.081 -1.804 -1.091 0.087
H -2.817 2.042 0.623 0.077
H -5.219 1.593 0.621 0.117
```

Output
Molar mass = 515.0 g mol⁻¹
Frontier orbital gap = 8.28 eV
F_max = 1.983 eV/A
Energy relative to the best compared isomer or geometry (same formula, charge and spin) = 0.0 kcal/mol
Electronic energy = -2356.71331 a.u.
Total charge = +1